Entry 1:
ORCA calculation (wB97M-V/def2-TZVPD) on a cluster of 12 separate species, C33H57N5O9 in total.

Output
Multiplicity: 2
Strongest force on any atom (eV Å⁻¹): 4.3
Kohn-Sham gap (alpha / beta) (hartree): 0.0624 / 0.2951
Electronic energy (eV): -61018.8926
HOMO energy (alpha / beta) (eV): 0.4529 / -5.9146
Molecular weight (g/mol): 667.845
Net charge: -1

Last column: Mulliken spin population.
Positions of all 104 atoms, in Å:
O  -28.12594  -11.80227  24.22335  -0.018
C  -26.99836  -11.38648  24.59798  -0.098
O  -25.98268  -11.52172  23.77196  -0.504
C  -24.74873  -11.08164  24.34364  1.100
C  -25.09986  -11.03360  25.83233  0.023
C  -26.53448  -10.74111  25.92852  0.098
H  -24.63299  -10.07667  23.93774  0.012
H  -24.02426  -11.86680  24.12742  -0.232
H  -24.44528  -10.36203  26.38787  0.077
H  -24.90207  -11.97329  26.34805  -0.112
H  -26.67553  -9.66678  26.04695  0.008
H  -26.98849  -11.43876  26.63226  0.006
O  -23.99318  -9.01143  28.93901  -0.041
C  -23.96338  -10.13625  29.48351  0.113
O  -25.06069  -10.87898  29.50020  -0.124
C  -24.80175  -12.14152  30.12907  -0.887
C  -23.28173  -12.20388  30.14859  1.380
C  -22.82610  -10.79763  30.24416  0.128
H  -25.11766  -13.01296  29.55557  0.352
H  -25.11351  -12.20295  31.17173  -0.051
H  -22.99791  -12.71413  29.22816  -0.239
H  -22.91899  -12.85911  30.94054  -0.197
H  -21.88032  -10.59977  29.73971  -0.241
H  -22.85720  -10.39556  31.25682  -0.028
C  -25.24301  -16.83060  28.54319  0.671
O  -24.79867  -18.01517  29.19675  -0.318
H  -24.49383  -16.44371  27.85244  -0.281
H  -26.07627  -16.98862  27.85851  0.216
H  -25.39921  -16.04312  29.28047  0.271
H  -23.96883  -17.75629  29.60412  -0.054
C  -28.97071  -18.66097  26.25132  -0.034
O  -28.73739  -19.76114  25.32886  -0.023
H  -28.52546  -18.75349  27.24192  0.019
H  -28.56461  -17.71668  25.88869  0.048
H  -30.04677  -18.54294  26.37886  0.002
H  -29.11149  -19.46718  24.49504  0.005
C  -29.17976  -13.57455  31.57865  0.041
O  -28.12291  -13.00101  30.78896  0.008
H  -29.46889  -12.82487  32.31518  -0.011
H  -30.10793  -13.78672  31.04800  0.017
H  -28.75869  -14.44272  32.08568  0.016
H  -28.49162  -12.49737  30.05959  0.025
C  -30.19441  -10.47076  29.88394  0.047
O  -29.60256  -11.38343  28.99263  0.047
H  -31.27810  -10.58785  29.88372  0.010
H  -29.82998  -10.63814  30.89749  -0.007
H  -29.97293  -9.44829  29.57801  -0.006
H  -29.93196  -11.28144  28.09670  -0.005
C  -27.96173  -12.76529  21.01310  0.047
O  -28.26852  -13.57568  22.18118  -0.040
H  -28.63671  -13.05491  20.20773  -0.003
H  -28.00280  -11.68944  21.18327  0.007
H  -26.96394  -12.93848  20.60994  -0.009
H  -28.37198  -12.95622  22.90724  0.011
N  -32.06941  -12.09982  26.79973  0.000
C  -30.94010  -11.61663  26.17260  -0.032
C  -31.03412  -10.25181  26.19490  -0.012
C  -32.16379  -9.86658  27.01960  -0.004
C  -32.83336  -11.07474  27.36105  0.006
H  -32.27177  -13.07797  26.94934  0.001
H  -30.23043  -12.30673  25.74070  0.013
H  -30.27285  -9.63101  25.74603  0.001
H  -32.41001  -8.88795  27.40440  -0.001
H  -33.62783  -11.28588  28.06151  0.002
N  -25.91552  -18.30120  23.29505  -0.114
C  -26.01760  -16.99494  23.02200  0.331
C  -26.96918  -16.83043  22.05914  -0.021
C  -27.47413  -18.07187  21.68542  0.068
C  -26.77614  -18.99950  22.48626  -0.016
H  -25.34557  -18.69297  24.03110  -0.011
H  -25.46751  -16.22612  23.54423  -0.101
H  -27.28467  -15.86198  21.70002  -0.021
H  -28.31028  -18.19836  21.01366  -0.009
H  -26.98454  -20.05017  22.62436  -0.011
N  -28.92082  -14.63516  25.85784  0.102
C  -27.72285  -14.88004  25.29691  -0.867
C  -26.73078  -14.66177  26.25157  1.152
C  -27.33826  -13.94234  27.32121  -1.240
C  -28.75625  -14.05674  27.08656  0.284
H  -29.82095  -14.81488  25.43646  0.011
H  -27.68634  -15.43913  24.37361  -0.029
H  -25.69178  -14.93947  26.15271  0.856
H  -26.85301  -13.48574  28.17118  -0.655
H  -29.63049  -13.63888  27.56354  0.087
N  -30.63428  -14.99473  23.19749  -0.016
C  -30.44216  -16.33590  23.49365  -0.009
C  -31.29017  -16.60948  24.57635  -0.005
C  -31.88994  -15.42831  25.00252  0.016
C  -31.51254  -14.49213  24.10418  -0.002
H  -30.15142  -14.49899  22.46183  0.007
H  -29.79638  -16.85235  22.79892  0.016
H  -31.44310  -17.58216  25.02010  -0.001
H  -32.48650  -15.26881  25.88856  0.003
H  -31.78031  -13.45410  23.97302  -0.015
N  -28.99623  -16.78111  29.09030  -0.072
C  -30.33865  -17.17846  29.02238  0.016
C  -30.39070  -18.30896  29.81822  -0.015
C  -29.11308  -18.67268  30.18615  0.023
C  -28.29436  -17.57865  29.89244  -0.081
H  -28.66347  -16.08778  28.43557  0.056
H  -31.11724  -16.65906  28.48347  0.016
H  -31.24287  -18.95548  29.96725  -0.006
H  -28.80130  -19.52718  30.76841  0.007
H  -27.22449  -17.47363  29.99601  0.044


Entry 2:
ORCA calculation (wB97M-V/def2-TZVPD) on a structure of composition C29H35CsN4O2STe.

Output
Multiplicity: 1
Strongest force on any atom (eV Å⁻¹): 1.0
Kohn-Sham gap (hartree): 0.1893
Electronic energy (eV): -59374.8461
HOMO energy (eV): -1.3721
Molecular weight (g/mol): 764.197
Net charge: -2

Last column: Löwdin charge in e.
Positions of all 73 atoms, in Å:
Cs  0.16776  1.44978  1.12119  0.995
O  -0.94332  3.61330  -0.41852  -0.255
C  -1.96975  4.36112  -0.41414  -0.431
C  -2.08396  5.46890  -1.31870  -0.050
C  -3.14472  6.34391  -1.29593  -0.152
C  -4.18240  6.19235  -0.37064  -0.161
C  -4.11437  5.11868  0.50265  -0.099
C  -3.07624  4.18540  0.48732  -0.153
C  -3.20196  3.08185  1.44922  -0.139
N  -2.76811  1.88407  1.33725  -0.076
N  -3.21413  1.08621  2.40625  0.024
C  -2.59409  -0.06636  2.53397  -0.549
O  -1.62942  -0.54267  1.87316  -0.256
C  -3.12355  -0.90963  3.67733  -0.135
C  -2.38126  -2.01131  4.08875  -0.025
C  -2.82642  -2.81412  5.13103  -0.099
C  -4.02681  -2.52983  5.76644  -0.130
C  -4.77575  -1.43190  5.35749  -0.115
C  -4.32439  -0.62483  4.32361  -0.048
H  -1.26523  5.60106  -2.01818  0.092
H  -3.16740  7.17060  -2.00120  0.080
H  -5.01241  6.88724  -0.33625  0.069
H  -4.90952  4.97260  1.22978  0.094
H  -3.80625  3.31481  2.33358  0.105
H  -1.44767  -2.21407  3.58068  0.111
H  -2.22862  -3.66006  5.44977  0.092
H  -4.37599  -3.15683  6.57943  0.083
H  -5.71395  -1.20260  5.85093  0.085
H  -4.88490  0.24097  3.99817  0.095
C  -1.16649  -1.76420  -1.22454  -0.212
C  -2.13820  -0.56426  -1.20932  -0.210
N  -1.49719  0.72491  -1.25769  -0.155
C  -1.13902  1.29985  -2.51782  -0.300
C  0.01782  0.59098  -3.22698  -0.462
S  1.57087  0.46503  -2.27604  0.831
C  1.76609  -1.33036  -2.06485  -0.486
C  1.28558  -1.95507  -0.74646  -0.296
N  -0.03594  -1.58493  -0.36133  -0.093
H  -0.80037  -1.92225  -2.24153  0.085
H  -1.75825  -2.66399  -0.98135  0.109
H  -2.70831  -0.59506  -0.28225  0.097
H  -2.84793  -0.71132  -2.04701  0.110
H  -1.90828  1.38248  -0.60099  0.020
H  -0.85866  2.33529  -2.31437  0.095
H  -1.97691  1.32259  -3.24476  0.111
H  0.24483  1.13000  -4.14970  0.059
H  -0.25892  -0.42310  -3.51325  0.052
H  2.83383  -1.53604  -2.16672  0.060
H  1.28276  -1.80189  -2.92329  0.056
H  1.95787  -1.65664  0.06219  0.083
H  1.43475  -3.04770  -0.87737  0.107
H  -0.25462  -1.53817  0.62171  0.068
C  8.99311  -0.09773  4.58430  -0.081
C  7.52255  -0.29496  4.32127  -0.306
C  6.75089  0.69627  3.73509  -0.047
C  5.38570  0.53224  3.49852  -0.337
C  4.63148  1.65789  2.84972  -0.128
C  4.74273  -0.66498  3.85890  -0.596
Te  2.65216  -0.94323  3.54123  0.534
C  5.52601  -1.67920  4.44696  -0.342
C  4.92041  -2.99341  4.85250  -0.143
C  6.88526  -1.47980  4.66697  -0.051
H  9.34997  0.82948  4.13241  0.062
H  9.58878  -0.91832  4.17550  0.066
H  9.20774  -0.04647  5.65595  0.067
H  7.22052  1.63303  3.44481  0.099
H  5.29836  2.49249  2.62099  0.062
H  3.82274  2.00646  3.49579  0.054
H  4.14813  1.31790  1.93113  0.051
H  4.41339  -3.46457  4.00845  0.042
H  4.14697  -2.84718  5.60983  0.051
H  5.68743  -3.66729  5.24359  0.058
H  7.46291  -2.28172  5.12189  0.101